(1)
Entry from the Open Molecules 2025 dataset: an isolated molecule of Br2H3N2P (ωB97M-V/def2-TZVPD).

**2S+1**: 3
**Highest occupied orbital energy (spin up / spin down)**: -0.2071 / -0.3657 hartree
**Total charge**: 0
**Gap between HOMO and LUMO (spin up / spin down)**: 6.10 / 6.73 eV

Each line ends with the Löwdin charge.
Geometry (Å):
Br  -2.4702  3.0125  -1.2616  0.07
Br  -3.6084  0.2737  0.4865  0.17
P  -2.3351  0.7686  -1.2070  -0.01
N  -0.6915  0.8597  -0.2075  -0.36
N  -0.1548  -0.3414  0.1326  -0.02
H  -0.1242  1.4446  -0.8847  0.06
H  -0.7680  -0.5365  0.8186  -0.01
H  -0.2177  -0.9779  -0.6957  0.10

***

(2)
Entry from the Open Molecules 2025 dataset: a cluster of 2 separate species, C3H12NO in total (ωB97M-V/def2-TZVPD).

**Highest occupied orbital energy**: -0.6074 hartree
**Energy above the lowest of the compared OMol25 structures with the same formula, charge and spin**: 64.5 kJ/mol
**Total charge**: +1
**Gap between HOMO and LUMO**: 13.29 eV

Each line ends with the Löwdin charge.
Geometry (Å):
O  0.1712  -2.4684  1.7718  0.00
N  -0.8411  -0.2861  0.4180  0.16
C  0.1849  2.0377  -0.1749  -0.03
C  0.2888  0.5352  -0.3005  -0.38
C  0.3004  0.0730  -1.6914  -0.05
H  -0.2153  -3.2928  2.0319  0.07
H  -0.1050  2.4410  0.8184  0.10
H  0.9141  -2.4728  2.3524  0.07
H  -1.1330  0.1998  1.3235  0.18
H  1.1284  0.2551  0.2657  0.13
H  -1.7421  -0.4477  -0.0608  0.16
H  1.2320  2.3824  -0.3251  0.12
H  -0.4873  2.3970  -0.8819  0.07
H  -0.6618  0.0679  -2.1801  0.10
H  -0.5288  -1.2971  0.7903  0.14
H  0.6637  -0.8999  -1.8884  0.09
H  0.8309  0.7757  -2.2687  0.09

***

Question: The lowest total charge belongs to which entry?
Answer: Br2H3N2P